DFT (the ωB97M-V functional and the def2-TZVPD basis) results for a structure of composition C32H28F5N6O2RuS.

Last column: Mulliken charge in e.
Positions of all 75 atoms, in Å:
1 Ru 0.3037 0.8177 -0.4166  0.519
2 C -0.0749 0.3875 -3.4155  -0.929
3 C 0.9305 1.5128 -3.5866  -1.090
4 C 2.2051 1.2415 -2.8450  0.703
5 C 3.4081 1.2209 -3.5371  -1.084
6 C 4.5880 0.9437 -2.8731  -0.557
7 C 4.5273 0.6850 -1.5144  -1.105
8 C 3.3007 0.7164 -0.8883  -0.090
9 N 2.1464 0.9920 -1.5233  0.952
10 N -0.8834 0.4941 -2.1662  0.382
11 C -1.8239 1.6425 -2.2725  -1.381
12 C -1.2940 2.9050 -1.6282  0.504
13 C -1.9242 4.1156 -1.8469  -1.048
14 C -1.3712 5.2729 -1.3205  -0.661
15 C -0.1803 5.1854 -0.6176  -0.986
16 C 0.3826 3.9409 -0.4143  -0.675
17 N -0.1765 2.8151 -0.8803  1.686
18 C -1.5786 -0.8050 -2.0021  -1.770
19 C -0.6305 -1.8190 -1.4024  0.720
20 C -0.8982 -3.1733 -1.4344  -1.023
21 C -0.0246 -4.0451 -0.8003  -0.520
22 C 1.1192 -3.5396 -0.2018  -0.960
23 C 1.3243 -2.1743 -0.2171  -0.384
24 N 0.4563 -1.3238 -0.7782  1.089
25 H 0.4461 -0.5696 -3.3874  0.559
26 H -0.7709 0.3589 -4.2586  0.499
27 H 0.5100 2.4696 -3.2740  0.265
28 H 1.1594 1.6174 -4.6459  0.630
29 H 3.4056 1.4245 -4.5989  0.511
30 H 5.5303 0.9276 -3.4038  0.433
31 H 5.4131 0.4654 -0.9359  0.520
32 H 3.2286 0.5262 0.1717  0.169
33 H -2.7846 1.3692 -1.8339  0.626
34 H -2.0125 1.8543 -3.3284  0.619
35 H -2.8286 4.1490 -2.4406  0.567
36 H -1.8535 6.2288 -1.4739  0.477
37 H 0.3090 6.0620 -0.2184  0.483
38 H 1.3033 3.8276 0.1407  0.451
39 H -1.9603 -1.1538 -2.9660  0.641
40 H -2.4366 -0.6755 -1.3432  0.663
41 H -1.7851 -3.5389 -1.9350  0.563
42 H -0.2369 -5.1047 -0.7751  0.456
43 H 1.8350 -4.1877 0.2830  0.518
44 H 2.1996 -1.7301 0.2395  0.327
45 F 4.0484 -1.6438 5.5564  -0.260
46 C 3.4157 -0.9395 4.6423  0.659
47 C 2.2846 -1.4516 4.0259  -0.180
48 F 1.8205 -2.6511 4.3590  -0.277
49 C 1.6296 -0.7039 3.0683  -0.679
50 F 0.5184 -1.2330 2.5457  0.058
51 C 2.0602 0.5563 2.6729  0.693
52 S 1.3289 1.6150 1.4674  -0.488
53 C 3.1955 1.0495 3.3264  0.303
54 F 3.6665 2.2497 3.0066  -0.321
55 C 3.8710 0.3229 4.2898  0.189
56 F 4.9481 0.8219 4.8694  -0.259
57 O -1.9406 -5.2505 1.7172  -0.457
58 C -3.0223 -4.5846 2.3430  -0.561
59 N -2.7208 -3.1770 2.2438  -0.061
60 C -3.6659 -2.2456 1.9740  0.260
61 O -4.8503 -2.4733 1.8577  -0.613
62 C -3.1515 -0.8471 1.7461  0.231
63 C -3.9317 0.2503 2.0818  -0.705
64 C -3.4445 1.5127 1.7873  -1.199
65 C -2.2413 1.6332 1.1161  -0.638
66 N -1.5086 0.5743 0.7342  1.327
67 C -1.9580 -0.6381 1.0870  -0.884
68 H -1.9265 -6.1648 2.0201  0.289
69 H -3.1167 -4.8917 3.3875  0.383
70 H -3.9685 -4.7551 1.8293  0.378
71 H -1.7812 -2.8989 2.4807  0.117
72 H -4.8896 0.1009 2.5630  0.543
73 H -3.9872 2.4049 2.0654  0.529
74 H -1.8363 2.6088 0.8903  0.508
75 H -1.3487 -1.4803 0.8122  0.845

Output
2S+1: 2
Net charge: +2
LUMO (spin up / spin down) (eV): -5.4106 / -7.5740
E_HOMO (spin up / spin down) (eV): -13.74 / -13.87
DFT total energy (eV): -73667.1419